<A>
{"formula": "C3H8N2O", "method": "ωB97M-V/def2-TZVPD", "symbols": ["C", "C", "C", "H", "H", "H", "H", "H", "H", "H", "H", "N", "N", "O"], "xyz": [[1.382, 1.146, -0.075], [0.875, -0.281, 0.405], [-0.571, -0.572, 0.348], [2.463, 1.231, 0.225], [1.302, 1.241, -1.225], [0.861, 2.015, 0.370], [1.223, -0.350, 1.395], [2.419, -1.023, -0.504], [-0.959, -1.664, 0.567], [-2.825, -1.054, -0.369], [-3.437, 0.423, -0.628], [-1.405, 0.293, -0.103], [-2.786, -0.114, -0.032], [1.457, -1.291, -0.375]], "smiles": "C[C@H](O)/C=N/N", "homo_lumo_gap_ev": 10.15, "homo_ev": -9.22}

***

<B>
{"formula": "C3H8N2O", "method": "ωB97M-V/def2-TZVPD", "symbols": ["C", "N", "C", "N", "O", "C", "H", "H", "H", "H", "H", "H", "H", "H"], "xyz": [[0.953, 0.062, -0.299], [-0.355, 0.498, -0.827], [-1.411, 0.779, -0.005], [-1.195, 0.699, 1.517], [-2.517, 1.278, -0.331], [1.216, -1.409, -0.591], [1.800, 0.753, -0.607], [1.103, 0.273, 0.772], [-0.552, 1.044, -1.616], [-2.029, 1.027, 1.955], [-0.914, -0.139, 1.855], [0.493, -1.780, -1.364], [2.299, -1.267, -0.909], [1.109, -1.819, 0.450]], "smiles": "CCNC(N)=O", "homo_lumo_gap_ev": 10.44, "homo_ev": -9.62}

***

<C>
{"formula": "C3H8N2O", "method": "ωB97M-V/def2-TZVPD", "symbols": ["C", "C", "C", "H", "H", "H", "H", "H", "H", "H", "H", "N", "N", "O"], "xyz": [[0.680, 0.048, 0.632], [-0.166, 0.102, -0.748], [-0.610, -0.666, 0.345], [1.136, -1.850, 0.551], [2.685, -0.382, 0.264], [0.687, 1.086, 1.072], [0.563, -0.125, -1.526], [-1.469, 1.329, -1.628], [0.036, 1.967, -0.897], [-0.529, -1.742, 0.378], [-1.926, 0.359, 0.912], [1.602, -0.918, 0.660], [-0.861, 1.365, -0.875], [-1.828, -0.573, 0.858]], "smiles": "N[C@@H]1C(O)[C@H]1N", "homo_lumo_gap_ev": 8.67, "homo_ev": -7.81}

***

<D>
{"formula": "C3H8N2O", "method": "ωB97M-V/def2-TZVPD", "symbols": ["C", "N", "C", "C", "O", "N", "H", "H", "H", "H", "H", "H", "H", "H"], "xyz": [[-1.241, -0.879, 0.622], [-0.259, 0.170, 0.441], [-0.741, 1.291, -0.341], [1.868, -0.654, -0.809], [1.229, -1.049, -1.706], [2.545, -0.239, 0.125], [-0.818, -1.668, 1.252], [-2.191, -0.539, 1.072], [-1.470, -1.326, -0.353], [-0.996, 0.936, -1.347], [-1.637, 1.784, 0.078], [0.049, 2.044, -0.448], [3.547, -0.347, 0.084], [0.116, 0.476, 1.331]], "smiles": "N=C=O.CNC", "homo_lumo_gap_ev": 9.67, "homo_ev": -8.76}

***

Energies relative to the most stable structure, in hartree: <A> 0.0552; <B> 0.0121; <C> 0.1533; <D> 0.0000.

***

<A>
{"formula": "C3H8N2O", "method": "ωB97M-V/def2-TZVPD", "symbols": ["C", "C", "C", "H", "H", "H", "H", "H", "H", "H", "H", "N", "N", "O"], "xyz": [[1.563, -1.850, -0.817], [-0.430, -0.038, -1.234], [-1.434, 1.800, 1.647], [1.314, -1.963, -1.926], [2.746, -1.699, -0.877], [1.787, -2.888, -0.374], [0.711, 0.038, 0.476], [-0.491, -0.505, -2.346], [-2.545, 1.600, 1.777], [-0.651, 1.668, 2.652], [-1.495, 2.803, 1.320], [0.551, -0.718, -0.408], [-1.074, 0.877, -0.644], [-0.552, 0.874, 0.753]], "smiles": "CN/C=N\\OC", "homo_lumo_gap_ev": 9.51, "homo_ev": -8.52}

***

<B>
{"formula": "C3H8N2O", "method": "ωB97M-V/def2-TZVPD", "symbols": ["C", "C", "C", "N", "N", "O", "H", "H", "H", "H", "H", "H", "H", "H"], "xyz": [[-1.104, 0.384, 0.553], [-0.241, 1.406, 0.452], [-1.195, -0.768, -0.497], [2.128, -2.057, 0.113], [0.577, 1.685, -0.515], [1.792, -0.868, 0.362], [-1.840, 0.440, 1.322], [-0.384, 2.121, 1.355], [-1.661, -0.368, -1.436], [-1.847, -1.732, -0.282], [-0.179, -1.101, -0.781], [0.987, 1.003, -1.083], [1.945, -2.668, 0.880], [1.021, 2.523, -0.444]], "smiles": "C/C=C\\N.N=O", "homo_lumo_gap_ev": 6.57, "homo_ev": -7.48}

***

Energies relative to the most stable structure, in hartree: <A> 0.0557; <B> 0.0000.

***

<A>
{"formula": "C3H8N2O", "method": "ωB97M-V/def2-TZVPD", "symbols": ["C", "C", "O", "H", "H", "H", "H", "N", "C", "N", "H", "H", "H", "H"], "xyz": [[1.124, 0.325, 3.264], [0.522, 0.609, 2.098], [0.364, 1.937, 1.759], [1.365, 1.070, 4.014], [1.446, -0.707, 3.355], [-0.056, -0.224, 1.713], [1.187, 2.401, 1.869], [-1.611, -1.685, -2.184], [-0.802, -0.655, -2.621], [0.444, -0.616, -2.350], [-1.121, -2.518, -1.904], [-2.424, -1.477, -1.626], [-1.365, 0.249, -2.931], [0.909, -0.109, -3.109]], "smiles": "[H]/N=C/N.C=CO", "homo_lumo_gap_ev": 10.00, "homo_ev": -9.03}

***

<B>
{"formula": "C3H8N2O", "method": "ωB97M-V/def2-TZVPD", "symbols": ["C", "N", "C", "O", "N", "C", "H", "H", "H", "H", "H", "H", "H", "H"], "xyz": [[0.440, 1.991, 0.823], [-0.189, 0.683, 1.035], [0.475, -0.457, 0.230], [1.647, -0.753, 0.322], [-0.600, -0.802, -0.455], [-0.565, -1.861, -1.439], [1.498, 1.948, 1.102], [-0.070, 2.763, 1.405], [0.363, 2.236, -0.239], [-0.234, 0.452, 2.027], [-1.093, 0.229, 0.301], [-1.199, -2.702, -1.135], [-0.933, -1.499, -2.406], [0.459, -2.228, -1.570]], "homo_lumo_gap_ev": 9.86, "homo_ev": -9.03}

***

<C>
{"formula": "C3H8N2O", "method": "ωB97M-V/def2-TZVPD", "symbols": ["C", "C", "C", "H", "H", "H", "H", "H", "H", "H", "H", "N", "N", "O"], "xyz": [[1.522, -0.746, 0.760], [0.204, -0.369, 0.034], [-0.146, 1.063, -0.370], [2.462, -0.617, 0.091], [1.256, -1.822, 1.062], [1.664, -0.176, 1.693], [-0.863, 1.448, 0.487], [-0.662, 0.960, -1.349], [0.759, 2.844, -0.204], [-2.582, -1.843, -0.365], [-2.187, -0.061, -0.704], [-0.628, -1.340, -0.097], [-1.855, -1.155, -0.716], [1.054, 1.814, -0.324]], "smiles": "C/C(CO)=N/N", "homo_lumo_gap_ev": 9.20, "homo_ev": -8.65}

***

<D>
{"formula": "C3H8N2O", "method": "ωB97M-V/def2-TZVPD", "symbols": ["C", "C", "C", "H", "H", "H", "H", "H", "H", "H", "H", "N", "N", "O"], "xyz": [[-0.616, 0.605, -0.197], [0.867, 0.890, -0.234], [1.723, -0.198, 0.329], [-2.968, 0.309, 0.178], [-2.794, -1.315, 0.618], [-1.285, 1.450, -0.427], [1.131, 1.029, -1.309], [1.114, 1.771, 0.292], [2.779, 0.149, 0.412], [1.347, -0.429, 1.300], [0.760, -1.717, -0.313], [-2.558, -0.618, -0.113], [-1.175, -0.555, -0.117], [1.675, -1.371, -0.419]], "smiles": "N/N=C/CCO", "homo_lumo_gap_ev": 10.27, "homo_ev": -9.30}

***

Energies relative to the most stable structure, in hartree: <A> 0.0298; <B> 0.0000; <C> 0.0387; <D> 0.0047.

***

<A>
{"formula": "C3H8N2O", "method": "ωB97M-V/def2-TZVPD", "symbols": ["C", "N", "C", "O", "N", "C", "H", "H", "H", "H", "H", "H", "H", "H"], "xyz": [[-2.275, 0.225, -0.022], [-1.158, -0.293, 0.742], [0.148, -0.155, 0.320], [0.394, 0.164, -0.939], [1.201, -0.340, 1.022], [2.153, 0.070, -0.985], [-2.323, 1.323, -0.028], [-3.206, -0.167, 0.401], [-2.187, -0.120, -1.053], [-1.252, -0.225, 1.747], [1.087, -0.735, 1.937], [2.829, -0.691, -0.525], [2.068, -0.076, -2.038], [2.469, 1.064, -0.668]], "smiles": "[H]/N=C(\\NC)OC", "homo_lumo_gap_ev": 9.68, "homo_ev": -8.72}

***

<B>
{"formula": "C3H8N2O", "method": "ωB97M-V/def2-TZVPD", "symbols": ["C", "C", "N", "N", "C", "O", "H", "H", "H", "H", "H", "H", "H", "H"], "xyz": [[-2.052, -0.456, 0.420], [0.785, 0.747, -0.289], [0.428, 1.935, 0.162], [2.295, -1.210, -0.225], [1.207, -0.435, -0.469], [-1.297, -0.225, -0.734], [-0.317, 1.976, 0.849], [0.427, 2.710, -0.489], [2.514, -1.913, -0.912], [3.117, -0.787, 0.184], [-0.275, -0.784, -0.730], [-1.427, -0.686, 1.299], [-2.742, -1.298, 0.280], [-2.662, 0.427, 0.652]], "smiles": "NC#CN.CO", "homo_lumo_gap_ev": 8.93, "homo_ev": -8.20}

***

<C>
{"formula": "C3H8N2O", "method": "ωB97M-V/def2-TZVPD", "symbols": ["O", "C", "C", "N", "C", "N", "H", "H", "H", "H", "H", "H", "H", "H"], "xyz": [[1.894, 1.879, 2.311], [1.278, 0.881, 1.916], [0.173, 0.872, 0.862], [0.112, -0.531, 0.370], [-0.279, -0.384, -1.030], [-1.364, -1.419, -1.445], [1.850, -0.055, 2.091], [-0.814, 1.219, 1.238], [0.531, 1.474, -0.003], [-0.574, -1.082, 0.832], [0.642, -0.330, -1.686], [-0.781, 0.612, -1.204], [-0.904, -2.166, -1.967], [-1.762, -0.970, -2.284]], "smiles": "NCNCC=O", "homo_lumo_gap_ev": 10.42, "homo_ev": -9.59}

***

Energies relative to the most stable structure, in hartree: <A> 0.0119; <B> 0.0814; <C> 0.0000.

***

<A>
{"formula": "C4H5N2", "method": "ωB97M-V/def2-TZVPD", "symbols": ["C", "C", "C", "C", "N", "N", "H", "H", "H", "H", "H"], "xyz": [[-0.808, 3.033, -0.109], [-0.499, 1.903, 0.414], [-0.031, -0.389, 0.737], [0.740, -1.904, -1.011], [-0.374, 0.883, 1.066], [0.083, -0.900, -0.583], [-1.370, 3.884, -0.441], [0.913, -0.907, 1.159], [-0.858, -0.983, 1.234], [0.591, -2.301, -2.016], [1.612, -2.319, -0.450]], "total_charge": 1, "homo_lumo_gap_ev": [5.31, 7.47], "homo_ev": [-13.92, -14.68]}

***

<B>
{"formula": "C4H5N2", "method": "ωB97M-V/def2-TZVPD", "symbols": ["C", "C", "C", "C", "N", "N", "H", "H", "H", "H", "H"], "xyz": [[-2.973, -0.257, -0.127], [-0.492, -0.027, 0.053], [-0.909, 1.354, -0.012], [0.528, -1.036, -0.006], [-1.735, 0.132, -0.064], [-4.080, -0.411, 0.063], [-0.866, 2.064, 0.930], [-0.938, 2.036, -0.816], [0.811, -1.327, 0.945], [1.456, -0.833, -0.624], [0.255, -2.095, -0.222]], "smiles": "CC1=[N+](C#N)C1", "total_charge": 1, "homo_lumo_gap_ev": 10.27, "homo_ev": -16.62}

***

<C>
{"formula": "C4H5N2", "method": "ωB97M-V/def2-TZVPD", "symbols": ["C", "C", "C", "C", "N", "N", "H", "H", "H", "H", "H"], "xyz": [[-3.807, 0.625, -0.042], [0.794, -0.653, 0.049], [2.669, 0.924, 0.062], [-0.206, -1.459, 0.059], [-2.799, 0.136, 0.166], [1.706, 0.136, 0.059], [-4.740, 1.076, -0.249], [-0.124, -2.492, -0.253], [2.543, 1.944, 0.404], [3.645, 0.595, -0.271], [-1.199, -1.095, 0.343]], "total_charge": 1, "homo_lumo_gap_ev": 9.81, "homo_ev": -15.57}

***

Energies relative to the most stable structure, in hartree: <A> 0.1373; <B> 0.0562; <C> 0.0000.

***

<A>
{"formula": "C4H5N2", "method": "ωB97M-V/def2-TZVPD", "symbols": ["C", "C", "C", "C", "N", "N", "H", "H", "H", "H", "H"], "xyz": [[-3.121, 0.361, 0.100], [-2.000, -0.130, 0.065], [1.531, 1.178, -0.208], [0.981, -1.297, 0.354], [0.041, -0.780, -0.675], [0.988, -0.012, -0.244], [-4.040, 0.856, 0.005], [1.116, 1.850, -0.848], [2.384, 1.607, 0.277], [0.570, -1.514, 1.288], [1.550, -2.119, -0.115]], "total_charge": 1, "homo_lumo_gap_ev": [7.06, 7.36], "homo_ev": [-14.87, -14.56]}

***

<B>
{"formula": "C4H5N2", "method": "ωB97M-V/def2-TZVPD", "symbols": ["C", "C", "C", "C", "N", "N", "H", "H", "H", "H", "H"], "xyz": [[-3.340, -1.885, 0.145], [-0.702, 0.031, 0.207], [-1.109, -0.955, 1.221], [0.349, 1.045, 0.013], [-1.819, -0.102, -0.527], [-2.325, -1.180, 0.150], [-0.637, -1.921, 1.421], [-1.525, -0.532, 2.237], [1.261, 0.728, -0.683], [0.873, 1.226, 0.923], [-0.149, 1.934, -0.372]], "total_charge": 1, "homo_lumo_gap_ev": 8.94, "homo_ev": -16.33}

***

<C>
{"formula": "C4H5N2", "method": "ωB97M-V/def2-TZVPD", "symbols": ["C", "C", "C", "C", "N", "N", "H", "H", "H", "H", "H"], "xyz": [[0.780, -1.154, -1.136], [-0.172, -1.691, -0.474], [-0.887, -0.941, 0.562], [0.574, 1.528, 0.049], [-1.519, 0.119, 0.033], [-0.405, 0.497, 0.410], [0.204, -2.740, -0.599], [-1.020, -1.184, 1.615], [1.334, 1.301, -0.694], [0.075, 2.292, -0.658], [1.038, 1.973, 0.892]], "total_charge": 1, "homo_lumo_gap_ev": 9.08, "homo_ev": -16.00}

***

Energies relative to the most stable structure, in hartree: <A> 0.1456; <B> 0.0000; <C> 0.0918.

***

<A>
{"formula": "C4H12", "method": "ωB97M-V/def2-TZVPD", "symbols": ["C", "C", "H", "H", "H", "H", "H", "H", "C", "C", "H", "H", "H", "H", "H", "H"], "xyz": [[0.659, -1.628, -0.692], [1.641, -2.073, 0.378], [0.210, -0.681, -0.392], [1.224, -1.359, -1.585], [-0.053, -2.395, -0.983], [2.404, -2.751, -0.025], [1.163, -2.545, 1.235], [2.278, -1.257, 0.737], [-1.855, 1.481, 0.272], [-0.508, 2.192, 0.008], [-2.660, 1.730, -0.419], [-1.762, 0.400, 0.337], [-2.258, 1.890, 1.205], [-0.607, 2.969, -0.736], [-0.107, 2.580, 0.942], [0.232, 1.446, -0.282]], "smiles": "CC.CC", "homo_lumo_gap_ev": 12.78, "homo_ev": -11.62}

***

<B>
{"formula": "C4H12", "method": "ωB97M-V/def2-TZVPD", "symbols": ["C", "C", "H", "H", "H", "H", "H", "H", "C", "C", "H", "H", "H", "H", "H", "H"], "xyz": [[-1.557, -0.372, 0.795], [-2.818, -0.437, 1.754], [-1.206, 0.638, 0.960], [-0.727, -1.032, 1.069], [-1.896, -0.632, -0.202], [-3.040, -1.492, 1.899], [-2.512, -0.038, 2.721], [-3.682, 0.053, 1.312], [1.433, 0.550, -1.144], [2.945, 0.242, -1.340], [0.881, -0.068, -1.885], [1.134, 0.456, -0.111], [1.128, 1.563, -1.385], [3.221, 0.749, -2.262], [3.108, -0.797, -1.606], [3.588, 0.617, -0.575]], "smiles": "CC.CC", "homo_lumo_gap_ev": 12.54, "homo_ev": -11.40}

***

<C>
{"formula": "C4H12", "method": "ωB97M-V/def2-TZVPD", "symbols": ["C", "C", "H", "H", "H", "H", "H", "H", "C", "C", "H", "H", "H", "H", "H", "H"], "xyz": [[-1.744, 1.170, 0.051], [-1.090, 2.501, -0.232], [-2.787, 1.089, 0.241], [-1.478, 0.482, -0.761], [-1.297, 0.744, 0.913], [-0.048, 2.337, 0.204], [-1.512, 3.469, 0.150], [-0.853, 2.712, -1.337], [0.638, -1.440, 0.099], [2.015, -2.149, -0.017], [-0.163, -2.117, 0.325], [0.776, -0.815, 1.032], [0.494, -0.707, -0.715], [2.673, -1.708, -0.685], [2.470, -2.248, 1.032], [1.906, -3.320, -0.300]], "smiles": "CC.CC", "homo_lumo_gap_ev": 12.27, "homo_ev": -11.18}

***

<D>
{"formula": "C4H12", "method": "ωB97M-V/def2-TZVPD", "symbols": ["C", "C", "H", "H", "H", "H", "H", "H", "C", "C", "H", "H", "H", "H", "H", "H"], "xyz": [[2.609, 0.614, -1.475], [1.442, 0.816, -0.452], [3.500, 0.208, -0.995], [2.359, -0.209, -2.146], [2.760, 1.575, -1.954], [0.897, -0.075, -0.198], [0.892, 1.667, -0.830], [1.816, 1.126, 0.537], [-2.270, -1.053, 1.526], [-1.778, -0.428, 0.241], [-2.812, -1.992, 1.424], [-1.558, -1.230, 2.339], [-2.974, -0.449, 2.113], [-2.001, 0.642, 0.264], [-2.194, -0.824, -0.681], [-0.688, -0.387, 0.286]], "smiles": "CC.CC", "homo_lumo_gap_ev": 12.26, "homo_ev": -11.12}

***

Energies relative to the most stable structure, in hartree: <A> 0.0000; <B> 0.0064; <C> 0.0263; <D> 0.0165.